13
Properties=species:S:1:pos:R:3:forces:R:3:lowdin_charge:R:1 method="wB97M-V/def2-TZVPD" charge=-1 homo_ev=-4.10 total_energy_ev=-14401.489 e_above_lowest_kj_mol=11.77 orbital_gap_ev=7.853
I 1.361 1.461 -0.529 0.03 0.00 0.20 -0.30
C -0.106 1.240 3.345 0.12 -0.56 0.28 -0.22
O -0.900 0.862 2.245 0.11 0.37 -0.19 -0.20
H -0.772 1.479 4.180 0.03 0.07 -0.06 0.06
H 0.525 0.396 3.663 0.01 0.13 0.04 0.07
H 0.564 2.086 3.168 -0.17 0.07 -0.23 0.07
H -0.374 1.005 1.433 -0.07 -0.09 0.08 -0.11
C -0.145 -1.787 -3.001 -0.80 1.38 -0.36 -0.19
O 0.142 -0.402 -3.190 0.38 -0.22 0.29 -0.23
H 0.210 -2.305 -3.891 0.28 -0.40 0.28 0.06
H 0.225 -2.167 -2.051 0.27 -0.21 -0.13 0.07
H -1.241 -1.863 -3.004 0.04 -0.40 0.15 0.06
H 0.511 -0.004 -2.368 -0.22 -0.15 -0.37 -0.16

***

77
Properties=species:S:1:pos:R:3:forces:R:3:lowdin_charge:R:1 method="wB97M-V/def2-TZVPD" charge=+4 homo_ev="-19.43 / -19.43" total_energy_ev=-124068.002 spin_multiplicity=5 e_above_lowest_kj_mol=7.00 orbital_gap_ev="6.673 / 4.585"
C 4.022 5.859 -0.202 -0.89 -0.54 -0.17 0.07
C 2.785 5.211 -0.429 1.01 0.45 -0.12 -0.15
C 2.558 4.673 -1.726 0.29 0.36 0.58 0.05
C 3.590 4.777 -2.677 0.32 -0.29 -1.07 0.01
N 4.755 5.379 -2.403 -3.21 -0.39 2.67 0.33
C 4.974 5.919 -1.215 1.61 0.59 -0.36 0.02
C 1.834 5.161 0.660 -1.80 0.28 0.72 0.15
C 0.886 5.151 1.476 0.87 -0.96 -2.94 0.16
C -0.318 4.391 1.670 0.26 2.20 0.49 -0.15
C -0.495 3.786 2.932 -0.46 -1.63 0.88 0.05
C -1.087 2.525 2.921 0.16 1.30 -1.02 -0.03
C -1.435 2.059 1.609 -0.37 -1.62 -0.96 -0.30
C -1.530 2.826 0.366 0.22 0.97 1.68 -0.06
C -1.194 4.155 0.520 0.65 -1.13 -0.14 0.06
Pt -1.979 0.163 1.540 0.94 -1.45 -0.62 0.64
P 0.166 -0.291 0.555 2.70 1.05 0.48 0.93
H 1.598 4.203 -1.999 0.79 0.28 0.00 0.14
H 4.211 6.317 0.763 0.32 0.02 -0.21 0.16
H 3.483 4.361 -3.672 -0.09 0.03 -0.09 0.16
H 5.926 6.410 -1.035 0.12 0.07 -0.06 0.17
H -1.428 4.906 -0.236 0.58 -0.06 0.18 0.16
H -0.082 4.200 3.868 -0.03 -0.10 -0.77 0.17
H -1.857 2.424 -0.610 -0.20 0.16 0.99 0.12
H -1.205 1.915 3.826 0.06 0.23 -0.46 0.12
C 0.914 -1.983 0.577 -0.83 -0.96 0.66 -0.35
C 2.199 -2.310 -0.209 0.41 0.44 -0.45 -0.10
H 0.110 -2.663 0.253 0.21 0.03 0.22 0.05
H 1.093 -2.211 1.640 -0.30 0.19 -0.32 0.07
H 2.536 -3.336 -0.009 -0.46 0.16 0.13 0.11
H 2.096 -2.229 -1.294 -0.15 0.03 0.09 0.07
H 3.043 -1.674 0.069 -0.36 -0.34 -0.19 0.05
C 0.501 0.288 -1.178 -1.31 -0.13 -0.51 -0.34
C 1.861 0.818 -1.637 0.69 0.24 0.02 -0.12
H -0.250 1.059 -1.355 -0.05 0.01 -0.22 0.05
H 0.217 -0.560 -1.820 -0.02 0.24 0.14 0.06
H 1.879 1.090 -2.699 -0.57 -0.20 0.11 0.10
H 2.163 1.728 -1.102 -0.18 -0.22 0.02 0.06
H 2.672 0.094 -1.522 -0.35 0.08 -0.17 0.07
C 1.463 0.702 1.512 -0.66 0.08 0.45 -0.32
C 2.948 0.399 1.179 0.37 -0.05 -0.21 -0.11
H 1.228 0.523 2.582 0.27 0.04 -0.47 0.08
H 1.214 1.768 1.329 0.19 -0.43 -0.01 0.06
H 3.666 1.094 1.660 -0.76 -0.20 -0.04 0.11
H 3.259 -0.609 1.484 -0.26 0.51 0.28 0.08
H 3.133 0.456 0.093 0.06 0.03 1.16 0.03
Br -3.293 -2.025 1.507 0.40 1.23 0.49 0.43
P -2.118 -2.814 -1.561 -0.78 0.77 -0.79 1.06
C -0.693 -2.998 -2.643 0.61 0.50 0.46 -0.38
C -0.838 -4.332 -3.330 0.21 -0.50 -0.55 -0.11
H 0.249 -2.953 -2.071 -0.39 -0.14 -0.11 0.06
H -0.660 -2.153 -3.345 -0.24 -0.16 0.13 0.10
H 0.047 -4.465 -3.956 -0.20 -0.27 -0.08 0.11
H -0.883 -5.131 -2.590 0.22 -0.10 -0.36 0.07
H -1.740 -4.365 -3.946 0.18 -0.13 -0.03 0.09
C -2.782 -4.340 -0.856 0.53 0.04 0.75 -0.40
C -4.236 -4.610 -1.191 -0.34 -0.62 -0.20 -0.11
H -2.736 -4.223 0.244 0.39 -0.22 -0.56 0.02
H -2.089 -5.142 -1.137 -0.33 0.05 0.21 0.09
H -4.566 -5.378 -0.483 -0.17 0.19 -0.20 0.11
H -4.862 -3.724 -1.072 -0.04 -0.20 0.01 0.07
H -4.359 -5.024 -2.195 -0.03 0.17 0.13 0.09
C -3.399 -1.829 -2.436 0.25 0.51 0.80 -0.37
C -3.820 -2.358 -3.814 -0.23 0.11 -0.20 -0.09
H -3.002 -0.804 -2.548 0.07 -0.37 0.05 0.09
H -4.244 -1.717 -1.732 0.16 -0.20 -0.42 0.08
H -4.578 -1.640 -4.174 0.27 -0.50 -0.05 0.11
H -2.985 -2.367 -4.531 -0.28 0.04 0.28 0.09
H -4.259 -3.360 -3.764 0.04 0.30 -0.06 0.08
C -1.341 -0.887 5.467 -0.11 -0.91 -0.02 -0.08
C 0.092 -1.221 5.043 -0.36 0.34 0.50 -0.29
O 0.068 -1.928 3.789 0.37 -0.17 -0.09 -0.14
H -1.852 -0.261 4.709 0.17 -0.10 0.24 0.03
H -1.337 -0.372 6.438 -0.07 -0.04 -0.35 0.09
H -1.934 -1.830 5.582 0.47 0.82 -0.07 0.10
H 0.649 -0.276 4.895 0.04 -0.38 0.23 0.10
H 0.579 -1.827 5.841 -0.23 0.43 -0.63 0.14
H 0.797 -2.568 3.807 -0.35 0.13 0.08 0.09

***

13
Properties=species:S:1:pos:R:3:forces:R:3:lowdin_charge:R:1 method="wB97M-V/def2-TZVPD" charge=+1 homo_ev="-14.41 / -14.91" total_energy_ev=-21021.454 spin_multiplicity=2 orbital_gap_ev="8.067 / 7.108"
O -1.508 -3.093 -0.527 5.31 4.73 -0.84 0.19
C -0.596 -2.320 -0.617 -6.78 -4.53 0.60 -0.02
C -0.401 0.554 -0.855 -3.07 -1.26 -1.28 -0.20
C -0.495 1.535 0.299 -0.08 0.23 -0.31 -0.03
O 0.643 1.363 1.143 1.40 0.10 0.83 0.11
C 1.355 0.268 0.929 -2.58 0.16 1.62 -0.59
O 1.176 -0.197 -0.290 1.01 -1.15 -1.28 -0.07
O 1.797 -0.459 1.808 0.64 -0.19 -0.83 0.14
O -1.285 -0.399 -0.879 2.17 0.80 0.35 -0.06
H -0.047 0.913 -1.836 0.26 -0.11 0.47 0.17
H -1.390 1.308 0.892 0.25 0.02 -0.15 0.16
H -0.530 2.571 -0.058 0.14 -0.27 0.13 0.16
Al 1.283 -2.043 -0.010 1.34 1.46 0.70 1.03

***

108
Properties=species:S:1:pos:R:3:forces:R:3:lowdin_charge:R:1 method="wB97M-V/def2-TZVPD" charge=+1 homo_ev="-10.44 / -10.44" total_energy_ev=-51329.267 spin_multiplicity=2 e_above_lowest_kj_mol=123.01 orbital_gap_ev="8.256 / 2.462"
O -1.693 -0.674 -2.452 -0.07 0.17 0.34 -0.04
H -1.326 -0.249 -3.227 0.36 0.15 -0.32 0.05
H -2.498 -1.087 -2.763 -0.23 -0.25 -0.02 0.06
O 0.039 -0.366 -0.198 -0.05 0.39 0.49 -0.06
H 0.332 -1.246 0.036 0.16 -0.31 0.13 0.04
H -0.475 -0.488 -0.996 -0.32 -0.17 -0.62 -0.02
C 3.004 0.641 -5.347 0.77 0.47 -0.67 -0.05
C 3.127 0.563 -3.834 0.86 -0.57 -0.50 -0.45
C 2.815 1.861 -3.151 -1.57 1.36 -0.26 -0.24
O 3.690 2.898 -3.521 0.25 1.46 0.36 -0.17
C 3.325 4.235 -3.033 0.29 -1.18 0.04 -0.06
N 2.167 -0.418 -3.432 -2.01 -0.46 1.42 0.03
H 3.835 1.142 -5.844 0.15 0.16 0.26 0.08
H 2.113 1.194 -5.643 -0.19 -0.09 0.19 0.08
H 2.960 -0.343 -5.814 -0.10 -0.14 0.24 0.07
H 4.108 0.255 -3.472 0.56 0.11 -0.50 0.14
H 2.640 1.778 -2.078 0.75 -0.26 0.48 0.11
H 1.832 2.177 -3.500 -0.63 -0.11 -0.31 0.11
H 3.880 4.997 -3.582 0.22 -0.41 -0.06 0.09
H 3.536 4.330 -1.968 0.30 -0.14 0.12 0.08
H 2.272 4.501 -3.125 -0.35 -0.49 -0.43 0.07
H 2.303 -1.394 -3.656 0.56 0.23 -0.54 0.06
H 2.027 -0.411 -2.432 -0.01 0.09 0.28 0.06
C 0.971 1.870 2.950 -0.93 -0.14 -0.06 -0.07
C 1.706 2.533 1.828 0.89 1.38 0.11 -0.43
C 2.879 3.367 2.428 0.47 1.75 0.13 -0.17
O 2.396 4.377 3.384 0.71 -0.06 0.79 -0.21
C 3.375 4.966 4.326 -0.07 -1.27 -0.34 -0.08
N 2.237 1.544 0.855 -0.25 0.69 1.28 0.06
H 1.693 1.217 3.442 -0.33 0.00 0.58 0.10
H 0.143 1.274 2.568 0.19 -0.53 -0.22 0.05
H 0.447 2.575 3.595 0.65 0.09 0.45 0.08
H 1.055 3.240 1.315 -0.06 0.13 -0.17 0.12
H 3.409 3.942 1.670 -0.31 -0.04 -0.64 0.11
H 3.719 2.803 2.836 -0.42 -0.74 0.56 0.12
H 4.299 5.333 3.879 -0.26 0.22 -0.62 0.08
H 3.734 4.256 5.072 -0.17 -0.74 -0.18 0.07
H 2.963 5.736 4.977 -0.68 0.19 -0.80 0.08
H 1.424 1.092 0.461 -0.27 -0.05 -0.51 0.01
H 2.498 0.858 1.549 0.94 -0.88 -0.37 0.06
C -2.954 7.162 -0.432 1.17 0.58 0.27 -0.06
C -3.247 5.696 -0.834 0.60 1.95 0.34 -0.42
C -2.003 4.883 -0.647 1.87 -0.76 -0.70 -0.16
O -1.961 3.664 -1.469 -3.54 2.67 1.18 -0.18
C -0.763 3.102 -1.639 2.54 -1.95 -0.24 -0.17
N -4.333 5.157 -0.058 -0.58 -1.38 -0.66 0.05
H -1.996 7.492 -0.834 0.24 -0.15 -0.14 0.07
H -2.853 7.310 0.643 -0.14 -0.26 0.20 0.08
H -3.610 7.960 -0.781 -0.67 -0.59 -0.13 0.08
H -3.364 5.803 -1.912 -0.90 -0.82 -0.07 0.15
H -1.735 4.700 0.394 -0.63 -0.65 0.56 0.12
H -1.095 5.429 -0.904 -0.18 0.47 -0.64 0.12
H 0.132 3.719 -1.725 -0.19 0.79 0.10 0.09
H -0.773 2.532 -2.568 -0.09 -0.24 0.02 0.10
H -0.563 2.427 -0.807 0.45 -0.48 0.18 0.07
H -4.100 5.055 0.920 -0.03 0.44 -0.02 0.06
H -5.227 5.612 -0.183 0.15 0.10 0.08 0.08
C -0.014 -7.146 2.177 -0.16 0.88 2.29 -0.06
C -0.629 -5.866 1.599 0.02 -0.92 -0.96 -0.37
C 0.293 -4.609 1.640 -0.42 -0.55 -0.10 -0.18
O 0.564 -4.109 2.923 2.53 -1.68 -0.25 -0.17
C -0.407 -3.386 3.507 -1.82 0.29 1.43 -0.16
N -0.882 -6.196 0.169 -0.07 1.46 0.82 0.03
H -0.101 -7.016 3.256 0.57 -0.09 0.44 0.07
H 1.042 -7.313 1.965 -0.11 0.00 -0.37 0.08
H -0.621 -8.043 2.053 0.03 0.12 -0.76 0.08
H -1.551 -5.692 2.154 -0.21 0.21 -0.29 0.12
H -0.081 -3.757 1.073 -0.59 -0.24 -0.56 0.11
H 1.221 -4.921 1.161 0.31 0.16 0.23 0.12
H -0.381 -3.476 4.593 0.64 0.01 0.19 0.09
H -1.376 -3.848 3.319 -0.54 0.60 -0.53 0.08
H -0.331 -2.319 3.297 -0.37 0.24 -0.42 0.08
H -1.590 -6.909 0.067 0.10 -0.21 0.17 0.09
H 0.023 -6.562 -0.089 0.00 -0.43 -0.84 0.04
C -3.604 -0.017 2.022 -1.28 0.68 2.76 -0.02
C -3.760 1.483 1.572 -0.07 -4.42 -1.42 -0.28
C -2.577 2.273 2.197 1.14 0.94 2.66 -0.12
O -2.532 2.139 3.662 -0.67 -0.47 -1.45 -0.14
C -3.665 2.727 4.355 0.02 0.79 -1.45 -0.04
N -3.516 1.391 0.140 1.36 2.32 2.06 0.33
H -3.469 0.098 3.097 0.52 -0.26 0.23 0.08
H -2.803 -0.680 1.697 0.18 0.70 -0.64 0.09
H -4.532 -0.586 2.084 -0.24 0.17 -0.96 0.09
H -4.730 1.882 1.868 0.10 0.31 -0.33 0.16
H -2.605 3.341 1.983 -0.37 0.02 -0.31 0.11
H -1.641 1.863 1.818 -0.02 -0.05 0.23 0.11
H -4.568 2.117 4.354 0.16 -0.49 -0.14 0.09
H -3.878 3.614 3.758 -0.42 0.38 0.35 0.09
H -3.489 3.035 5.385 0.76 -0.37 -0.20 0.11
H -2.729 0.795 -0.073 -0.11 -1.28 -0.34 0.12
H -3.210 2.280 -0.229 -0.91 1.19 -1.45 0.10
C 1.045 -3.746 -2.193 0.35 -1.55 -0.01 -0.04
C 0.685 -5.077 -2.922 -2.46 1.07 0.29 -0.39
C 1.563 -6.255 -2.664 1.72 -1.88 0.54 -0.16
O 1.697 -6.729 -1.288 -0.84 1.73 0.85 -0.24
C 2.317 -7.949 -0.937 -0.47 -0.75 -1.59 -0.10
N -0.741 -5.458 -2.655 0.83 -0.59 0.27 0.03
H 0.359 -2.944 -2.467 0.17 0.01 -0.09 0.06
H 2.096 -3.499 -2.338 0.00 0.34 -0.22 0.07
H 0.946 -3.986 -1.135 -0.14 0.28 0.16 0.05
H 0.632 -4.974 -4.006 0.91 0.30 -0.16 0.13
H 2.591 -6.047 -2.960 0.08 0.25 -0.40 0.13
H 1.212 -7.091 -3.269 -0.17 -0.03 -0.11 0.13
H 1.549 -8.715 -0.830 -0.20 -0.14 0.19 0.08
H 2.905 -7.950 -0.020 -0.06 0.75 -0.05 0.09
H 2.933 -8.315 -1.758 0.39 0.09 -0.02 0.09
H -0.773 -5.735 -1.685 -0.31 -0.02 0.22 -0.01
H -1.404 -4.697 -2.698 0.28 0.42 -0.35 0.06

***

8
Properties=species:S:1:pos:R:3:forces:R:3:lowdin_charge:R:1 method="wB97M-V/def2-TZVPD" homo_ev="-5.88 / -13.07" total_energy_ev=-24127.354 spin_multiplicity=3 e_above_lowest_kj_mol=410.61 orbital_gap_ev="6.742 / 6.941"
C 0.690 -0.534 0.252 7.74 -2.04 2.53 -0.50
O -1.931 -0.122 -0.414 -5.34 -1.87 -2.73 -0.19
O -0.536 1.780 0.469 0.93 2.76 0.73 -0.17
F 0.309 -0.786 1.540 -0.67 0.37 -0.29 0.05
F 0.601 -1.655 -0.402 -0.47 -0.31 -0.89 0.14
F -0.183 0.967 -1.709 -0.42 -1.12 1.51 -0.18
S -0.743 0.545 -0.209 -1.04 2.43 -0.06 0.69
H 1.793 -0.194 0.473 -0.73 -0.22 -0.79 0.17

***

12
Properties=species:S:1:pos:R:3:forces:R:3:lowdin_charge:R:1 method="wB97M-V/def2-TZVPD" homo_ev="-9.98 / -9.21" total_energy_ev=-7218.934 e_above_lowest_kj_mol=642.30 orbital_gap_ev="9.378 / 8.209"
N -0.792 2.932 -0.800 0.26 -0.96 0.56 0.16
C -0.496 1.933 -0.299 -0.20 0.92 -0.61 -0.16
C -0.133 0.649 0.275 -1.40 0.52 0.61 -0.51
C -0.711 -0.706 -0.015 -0.23 -0.33 -0.42 -0.03
C 0.650 -1.151 0.417 0.10 -0.97 0.22 -0.28
N 1.187 0.201 0.381 0.60 -0.07 0.16 0.07
H -0.613 0.528 1.289 0.30 0.50 0.14 0.19
H -1.691 -1.113 0.241 0.20 0.19 -0.12 0.10
H 0.219 -0.313 -1.896 0.51 0.18 -0.09 0.10
H 1.210 -1.859 -0.202 -0.11 0.09 0.07 0.12
H 0.582 -1.578 1.430 0.28 0.14 -0.05 0.14
H 0.889 0.003 -1.681 -0.31 -0.21 -0.48 0.10

***

59
Properties=species:S:1:pos:R:3:forces:R:3:lowdin_charge:R:1 method="wB97M-V/def2-TZVPD" homo_ev=-8.86 total_energy_ev=-82322.338 e_above_lowest_kj_mol=0.00 smiles="CCCCP(I)CCCS(=O)(=O)O.CCOS(C)(=O)=O.CCOS(C)(=O)=O" orbital_gap_ev=9.017
C 1.132 -5.118 2.387 -0.04 0.00 0.05 -0.10
C 2.413 -5.943 2.539 0.01 -0.04 0.00 -0.28
C 3.362 -5.463 3.643 -0.01 -0.07 0.07 -0.30
C 3.845 -4.011 3.496 0.01 0.02 -0.05 -0.49
P 5.646 -3.799 3.147 -0.17 0.00 0.03 0.58
I 5.844 -5.013 1.017 0.07 0.00 -0.03 0.46
C 5.573 -2.009 2.627 0.13 -0.02 0.04 -0.46
C 5.316 -1.652 1.167 -0.09 -0.02 0.00 -0.34
C 5.099 -0.138 0.997 0.03 -0.03 -0.10 -0.23
S 3.478 0.207 0.373 0.06 0.19 0.06 0.58
O 3.449 0.131 -1.057 -0.08 -0.06 0.04 -0.28
O 2.516 -0.508 1.151 -0.01 0.03 -0.01 -0.28
O 3.396 1.761 0.764 -0.04 -0.14 0.08 -0.16
H 0.338 -5.497 3.034 0.04 0.04 0.03 0.07
H 1.277 -4.067 2.642 0.02 0.00 -0.05 0.06
H 0.759 -5.145 1.362 -0.01 -0.05 0.03 0.07
H 2.136 -6.973 2.777 0.06 -0.02 -0.09 0.10
H 2.955 -5.988 1.593 -0.02 0.12 0.02 0.05
H 4.228 -6.132 3.669 -0.05 -0.03 0.02 0.08
H 2.863 -5.585 4.608 0.00 0.06 -0.01 0.11
H 3.255 -3.454 2.764 0.02 -0.03 -0.02 0.06
H 3.740 -3.479 4.449 -0.06 0.03 -0.05 0.08
H 4.765 -1.582 3.231 0.06 -0.04 0.07 0.08
H 6.507 -1.555 2.972 -0.02 0.05 -0.08 0.07
H 6.147 -1.971 0.540 -0.01 0.00 0.04 0.08
H 4.439 -2.200 0.816 0.03 0.02 -0.03 0.08
H 5.790 0.311 0.284 -0.01 0.03 0.04 0.11
H 5.171 0.402 1.941 0.00 -0.03 0.00 0.11
H 3.005 2.244 0.024 0.03 0.05 -0.12 0.09
O -0.915 5.389 0.267 0.00 0.00 -0.02 -0.27
S -1.799 4.732 -0.649 0.00 0.00 -0.01 0.57
O -3.083 4.303 -0.181 0.03 0.00 -0.01 -0.28
O -1.036 3.508 -1.311 -0.05 0.00 0.02 -0.26
C -0.330 2.607 -0.415 0.10 -0.07 0.02 -0.24
C -1.253 1.616 0.257 -0.02 0.00 -0.01 -0.06
C -2.010 5.695 -2.103 0.01 0.01 0.00 -0.11
H 0.220 3.207 0.310 -0.01 0.01 0.00 0.11
H 0.377 2.101 -1.071 -0.02 0.00 -0.02 0.12
H -1.925 2.108 0.958 0.00 0.01 0.00 0.08
H -0.649 0.888 0.800 0.00 0.00 0.01 0.08
H -1.848 1.086 -0.486 0.01 -0.01 0.00 0.08
H -1.032 5.988 -2.475 -0.01 0.00 0.00 0.08
H -2.591 6.567 -1.809 0.00 0.00 0.00 0.08
H -2.556 5.105 -2.836 0.00 0.00 0.00 0.07
O -5.333 2.952 -4.798 0.01 -0.01 0.00 -0.28
S -6.293 2.026 -4.268 0.01 0.04 -0.01 0.56
O -7.561 2.525 -3.834 0.00 -0.03 0.01 -0.27
O -5.611 1.184 -3.115 -0.05 0.03 0.01 -0.26
C -4.855 1.928 -2.113 0.10 0.02 0.00 -0.24
C -5.736 2.570 -1.071 -0.01 -0.03 0.01 -0.06
C -6.548 0.708 -5.404 0.01 0.00 -0.01 -0.12
H -4.239 2.660 -2.635 0.01 0.00 0.02 0.10
H -4.199 1.176 -1.678 -0.04 -0.03 0.00 0.12
H -6.358 3.354 -1.500 0.01 0.00 -0.02 0.08
H -5.082 3.013 -0.321 -0.08 0.03 0.04 0.06
H -6.384 1.833 -0.599 0.02 -0.01 -0.01 0.09
H -5.583 0.314 -5.707 0.00 0.00 0.00 0.07
H -7.077 1.135 -6.253 0.00 0.00 0.00 0.08
H -7.155 -0.051 -4.919 0.00 0.00 0.00 0.08